1.
Computed, not measured: a 2-piece molecular cluster, C3H11N2O overall, with wB97M-V/def2-TZVPD.

Calculated values
LUMO level = -3.391 eV
gap between HOMO and LUMO = 0.3564 Eh
ΔE to the lowest compared entry with this formula, charge and spin = 84.2 kcal per mole
net charge = +1
E_HOMO = -13.1 eV
E = -8308.14296 eV

Each line ends with the Löwdin charge.
Geometry (Å):
C  0.394  -0.677  2.094  0.0946
C  -0.031  -0.750  -0.931  -0.1017
C  0.406  0.253  0.132  -0.4460
N  -0.582  1.363  0.272  0.0727
N  -1.117  -0.129  -1.716  0.1726
O  1.590  0.847  -0.174  -0.0055
H  -0.571  -1.104  2.367  0.0432
H  0.763  0.083  2.768  0.0385
H  1.136  -1.364  1.894  -0.0052
H  -0.353  -1.651  -0.352  0.1457
H  0.790  -1.045  -1.554  0.1252
H  -0.782  1.466  1.261  0.0988
H  -0.006  2.136  0.009  0.0947
H  -0.684  0.219  -2.583  0.1816
H  -1.358  0.710  -1.107  0.1227
H  -1.987  -0.643  -1.852  0.1759
H  2.392  0.286  -0.530  0.1922

=====

2.
Computed, not measured: C29H29N4O7PS2SeW as an isolated structure, with wB97M-V/def2-TZVPD.

Calculated values
LUMO level (alpha / beta) = -3.582 / -3.761 eV
gap between HOMO and LUMO (alpha / beta) = 0.2024 / 0.2371 Eh
ΔE to the lowest compared entry with this formula, charge and spin = 80.2 kcal per mole
net charge = +1
⟨S²⟩ = 0.760
E_HOMO (alpha / beta) = -9.1 / -10.2 eV
2S+1 = 2
E = -148962.60324 eV

Each line ends with the Löwdin charge.
Geometry (Å):
W  -0.188  0.090  0.256  1.5730
C  -1.541  -1.439  2.005  -0.1232
C  -1.398  -0.109  2.467  -0.1267
C  -0.031  0.152  2.639  -0.2559
C  0.688  -1.014  2.232  -0.2253
C  -0.270  -2.008  1.882  -0.1469
H  -2.480  -1.956  1.882  0.1218
H  -2.206  0.543  2.755  0.1332
H  0.386  1.003  3.145  0.1091
H  1.733  -1.187  2.436  0.1131
H  -0.065  -3.052  1.704  0.1212
C  1.999  -12.917  -4.018  -0.0665
O  2.829  -11.778  -4.177  -0.0628
C  2.401  -10.604  -3.684  -0.2775
C  3.269  -9.518  -3.841  0.0185
C  2.917  -8.276  -3.371  -0.0116
C  1.681  -8.073  -2.742  -0.1645
C  0.828  -9.159  -2.583  -0.0255
C  1.180  -10.417  -3.043  -0.0090
C  1.349  -6.731  -2.284  -0.2450
N  2.229  -5.773  -2.081  0.1934
C  1.511  -4.685  -1.691  -0.1664
C  0.156  -4.974  -1.658  -0.1211
N  0.074  -6.288  -2.043  0.1899
C  -0.833  -3.992  -1.380  -0.0591
C  -2.212  -4.172  -1.436  0.0303
C  -3.027  -3.080  -1.214  -0.0104
C  -2.464  -1.857  -0.898  -0.0959
N  -1.154  -1.649  -0.780  -0.0041
C  -0.337  -2.704  -1.054  -0.1447
C  1.046  -2.407  -1.051  -0.1340
N  1.380  -1.102  -0.776  -0.0271
C  2.608  -0.742  -1.171  -0.1363
C  3.590  -1.628  -1.574  -0.0019
C  3.321  -2.981  -1.630  0.0475
C  2.001  -3.369  -1.430  -0.0621
H  2.535  -13.743  -4.476  0.0966
H  1.041  -12.783  -4.525  0.0976
H  1.831  -13.141  -2.962  0.0985
H  4.214  -9.686  -4.340  0.1264
H  3.585  -7.434  -3.481  0.1143
H  -0.120  -9.040  -2.069  0.1100
H  0.498  -11.242  -2.896  0.1064
H  -0.764  -6.826  -2.180  0.1573
H  -2.644  -5.138  -1.664  0.1241
H  -4.102  -3.163  -1.270  0.1212
H  -3.085  -0.994  -0.706  0.1149
H  2.826  0.313  -1.148  0.0355
H  4.562  -1.244  -1.847  0.1226
H  4.075  -3.715  -1.878  0.1313
C  2.851  4.451  -3.112  -0.0858
C  3.408  3.109  -2.693  -0.2200
O  2.668  2.436  -1.635  -0.3411
P  2.271  2.999  -0.214  0.2555
S  0.830  4.519  -0.403  0.7201
S  2.136  1.313  0.923  0.5454
O  3.573  3.779  0.260  -0.3109
C  3.633  4.753  1.340  -0.2511
C  2.929  4.322  2.612  -0.0942
H  3.374  4.777  -4.012  0.0875
H  3.000  5.200  -2.338  0.0599
H  1.786  4.380  -3.332  0.0781
H  4.441  3.204  -2.358  0.1205
H  3.362  2.399  -3.516  0.1232
H  3.223  5.694  0.967  0.1127
H  4.698  4.882  1.513  0.1238
H  1.863  4.177  2.433  0.0563
H  3.052  5.098  3.368  0.0890
H  3.354  3.392  2.987  0.0723
O  -2.001  0.612  -0.066  -0.6693
Se  -1.284  2.123  -0.710  1.1878
O  -0.476  2.199  0.757  -0.6921
O  -0.049  1.131  -1.395  -0.6119
O  -0.249  3.850  -1.351  -0.8598

=====

3.
Computed, not measured: the molecule C7H8BrP, with wB97M-V/def2-TZVPD.

Calculated values
LUMO level = 0.281 eV
gap between HOMO and LUMO = 0.3108 Eh
ΔE to the lowest compared entry with this formula, charge and spin = 102.9 kcal per mole
E_HOMO = -8.2 eV
E = -86715.09399 eV

Each line ends with the Löwdin charge.
Geometry (Å):
C  -1.758  -1.064  0.099  -0.1168
C  -1.880  -0.998  1.426  -0.0952
C  -0.715  -0.537  -0.671  -0.1733
C  -0.901  -0.508  2.348  -0.2170
C  0.354  0.030  -0.136  -0.3416
C  0.133  0.212  1.992  -0.5961
C  1.620  0.950  -2.434  -0.3702
P  1.903  0.746  -0.594  0.7614
Br  1.645  0.887  2.813  0.6973
H  -2.453  -1.583  -0.426  0.0731
H  -2.704  -1.460  2.061  0.1294
H  -0.763  -0.777  -1.652  0.0706
H  -0.992  -0.689  3.348  0.0699
H  0.572  1.350  -2.518  0.0431
H  1.827  -0.143  -2.815  0.0632
H  2.560  1.449  -2.759  0.0189
H  1.552  2.136  -0.081  -0.0169

=====

4.
Computed, not measured: C8H17ErP2 as an isolated structure, with wB97M-V/def2-TZVPD.

Calculated values
LUMO level (alpha / beta) = -0.087 / -0.139 eV
gap between HOMO and LUMO (alpha / beta) = 0.1759 / 0.1782 Eh
⟨S²⟩ = 3.762
E_HOMO (alpha / beta) = -4.9 / -5.0 eV
2S+1 = 4
E = -54763.00803 eV

Each line ends with the Löwdin charge.
Geometry (Å):
C  0.413  -1.194  -2.877  -0.2511
C  -0.498  -0.393  -3.536  -0.3909
C  -0.486  1.016  -3.286  -0.3067
C  0.600  1.528  -2.488  -0.3904
C  1.428  0.648  -1.825  -0.2022
Er  -0.541  -0.112  -1.177  0.7239
P  0.281  -2.699  -0.228  0.6857
H  0.529  -2.254  -3.092  -0.0090
H  -1.274  -0.799  -4.192  0.0834
H  -1.214  1.685  -3.741  0.0858
H  2.288  0.978  -1.218  0.0199
H  0.704  2.617  -2.412  0.0833
H  1.547  -2.874  0.420  -0.1026
H  0.421  -3.799  -1.133  -0.1065
H  -0.521  -3.389  0.738  -0.1371
C  1.136  1.414  2.676  -0.2775
P  0.088  0.424  1.567  0.7193
C  -0.523  -0.866  2.709  -0.3143
C  -1.405  1.490  1.405  -0.3086
H  1.965  0.789  3.038  0.0499
H  0.552  1.776  3.532  0.0468
H  1.544  2.267  2.117  0.0496
H  -0.826  -0.399  3.658  0.0471
H  -1.389  -1.370  2.268  0.0307
H  0.277  -1.593  2.895  0.0405
H  -1.703  1.785  2.418  0.0472
H  -1.154  2.390  0.824  0.0508
H  -2.239  0.936  0.940  0.0332

=====

Question: Among the records above, which one has the highest E?
Answer: C3H11N2O